{"formula": "C51H124N2O35S11", "method": "ωB97M-V/def2-TZVPD", "symbols": ["C", "H", "H", "H", "H", "C", "H", "O", "H", "C", "H", "H", "C", "H", "O", "C", "H", "H", "O", "H", "H", "H", "C", "H", "C", "O", "H", "H", "H", "H", "H", "H", "H", "H", "O", "C", "H", "H", "H", "C", "O", "C", "S", "C", "S", "C", "C", "H", "S", "O", "H", "O", "H", "O", "S", "S", "H", "H", "H", "H", "S", "H", "C", "H", "C", "C", "H", "O", "H", "H", "C", "H", "O", "H", "H", "C", "H", "H", "O", "H", "C", "C", "O", "H", "H", "C", "H", "H", "H", "H", "H", "O", "H", "C", "H", "H", "C", "H", "H", "O", "O", "C", "C", "H", "H", "H", "H", "C", "H", "C", "O", "H", "S", "H", "H", "H", "C", "H", "H", "H", "H", "C", "H", "C", "H", "H", "C", "S", "O", "H", "H", "H", "O", "H", "H", "H", "N", "O", "C", "H", "H", "O", "O", "O", "H", "S", "O", "O", "C", "H", "H", "C", "C", "H", "H", "S", "H", "O", "H", "C", "O", "H", "H", "S", "H", "O", "C", "C", "C", "H", "C", "N", "H", "O", "H", "C", "H", "O", "C", "H", "H", "H", "H", "H", "H", "H", "H", "O", "C", "H", "C", "H", "H", "H", "H", "H", "O", "H", "H", "O", "C", "H", "C", "H", "H", "H", "C", "H", "H", "C", "C", "O", "C", "H", "H", "H", "O", "H", "H", "C", "H", "H", "H"], "xyz": [[-1.8996, -0.2355, -1.9063], [5.9921, 4.3827, 4.4543], [-2.6430, -3.1317, -4.3569], [-1.4559, -0.5440, -2.8506], [-2.2678, -1.2486, 4.1442], [-6.1900, -4.1165, 3.9144], [-8.8112, 4.6803, 2.7617], [6.9353, 0.5269, 0.4506], [-3.4618, -1.5289, -9.7987], [-3.3556, -0.7047, -9.1290], [4.9050, -5.3604, 6.5424], [1.8695, 3.4502, -3.1053], [4.1898, 0.5969, 4.8994], [-4.5540, -3.5970, -0.4327], [-2.1453, 4.5915, -1.0681], [3.4405, -4.9463, 5.1627], [2.8715, 0.3492, -0.5257], [-1.4824, 2.1739, -2.6063], [4.3158, -5.2208, 4.0187], [-5.4845, -2.6475, 0.8243], [-5.2758, -0.4501, 4.5235], [3.8056, -2.9040, 2.7359], [1.9574, -1.2300, -4.3574], [-5.8525, 1.0543, 2.7055], [5.8960, 3.3242, 4.5945], [-5.6662, 4.8121, -0.5710], [0.0780, 4.9540, -5.2289], [3.3095, 4.2245, -3.7410], [-4.7984, -1.9470, -4.6017], [-4.3749, 1.6359, -5.3997], [-0.1703, 2.8007, -1.5916], [1.9078, -0.3311, -9.6149], [-7.9795, 4.1576, 0.4443], [-1.2587, 4.5518, -6.2403], [0.6763, -1.0127, -1.4369], [1.0141, 0.2315, 0.5672], [0.5456, -4.7952, -1.3669], [-3.3881, -4.0983, -3.0343], [-6.6447, -4.6532, 4.7188], [-0.7584, -4.1765, 5.6476], [-4.6707, -1.9655, 3.3163], [-0.1836, 4.5170, -6.1692], [-2.8300, -1.1268, -7.5262], [1.6443, -1.2339, -9.1180], [5.5537, -4.2068, 3.5952], [3.4334, 3.4780, 4.4168], [-7.4393, 3.8522, 1.2948], [5.0721, 0.6874, 0.9453], [-4.7176, -3.1071, 4.4592], [8.5598, -0.2335, -1.4064], [2.9832, 1.0767, 1.1403], [-6.4170, 4.7378, 1.7620], [1.2939, -1.0371, -3.5525], [-2.4795, 5.3907, -3.3087], [0.5056, 2.8618, -6.1966], [8.0777, -0.5752, -0.1168], [5.3993, 2.8398, 1.6548], [2.4431, -5.1876, 4.7756], [-5.6628, -3.1979, -3.5394], [2.8665, 0.9003, 6.7002], [2.8822, -1.5268, -7.7862], [-1.2082, -0.9879, 2.7298], [0.1807, 1.1697, 1.4800], [0.2451, 5.1250, -6.9621], [0.2892, -3.7959, -0.9814], [2.3599, 0.9549, 0.2432], [-5.7346, -0.1814, 1.4468], [5.6468, 0.8098, 2.9362], [6.0551, -0.3197, 5.4734], [5.7623, 0.7112, -2.0791], [2.8326, 3.2381, -3.5715], [3.4507, -5.3163, 7.3483], [0.9653, -2.7101, 4.0283], [-2.5352, -0.1154, -9.6087], [0.3972, -1.7829, 0.8721], [-3.7876, 4.7879, -3.1630], [-2.2864, -4.2802, 6.9778], [3.0168, -0.7852, 3.6161], [6.4600, -5.0929, 2.9870], [-3.8060, -4.4470, -4.6780], [-0.7927, 2.1730, 0.8656], [-4.4115, 5.1107, -4.5076], [-4.4320, 6.1134, 1.1942], [1.5821, -2.1350, -9.7753], [4.5752, -1.3208, 4.1765], [-0.8686, 0.7837, -1.2201], [2.2606, -2.2950, -4.3229], [4.5582, -4.0123, 1.5887], [-2.0602, -1.0657, -1.2205], [-2.7714, 2.4930, -5.3487], [-4.7237, 2.7062, 1.1087], [-5.6645, -0.3709, -1.1399], [-1.6883, 0.2399, -5.3119], [-8.4051, 3.6882, 2.5048], [2.5867, 3.2677, 3.8105], [-0.3271, 0.5141, 2.2127], [-3.3505, 1.6232, -5.0174], [2.1204, 1.5145, -4.7006], [-2.2295, 0.6880, 0.5345], [7.5479, -1.8224, 0.2793], [-1.5260, -2.7805, 0.6986], [1.4297, -0.8573, -5.7071], [-3.5491, -3.6155, -3.9955], [2.1427, 1.9688, -0.1071], [-1.4195, -4.4321, 4.8505], [3.4306, -3.8529, 5.3070], [0.9700, 1.6546, 2.1078], [4.6582, 3.4175, 2.2033], [2.8601, -0.6297, -4.0824], [3.8646, -5.6717, 6.4125], [-4.4203, -1.9127, -2.4925], [3.6444, 3.1855, 1.8728], [-1.5521, 5.4307, -2.0100], [5.4198, 2.1271, -1.2052], [2.0840, -5.0579, 1.3397], [-0.3583, 2.9132, 0.1934], [4.7604, -3.2756, 2.3388], [3.9414, -6.7533, 6.4535], [-4.2876, -0.1453, -9.1615], [-3.7431, 3.7370, -2.8697], [1.3992, -6.7419, 1.6875], [-1.6382, 1.3697, -0.1087], [0.6748, -0.9958, -8.6730], [0.1594, -4.9394, 2.1219], [-0.7451, -4.6207, 7.8112], [-9.2423, 3.0151, 2.3660], [-2.7422, 0.3313, -5.4047], [-1.2036, -3.9646, -0.0622], [5.7316, -3.4183, 4.7246], [9.1422, -0.4329, 1.9576], [-7.8020, 3.3688, 3.3826], [-5.4327, 4.7031, -4.4960], [-3.6451, -3.9946, 4.2600], [-2.7844, 0.4144, -2.0627], [-3.2503, -0.4886, -4.8966], [-3.3934, 1.7938, -3.9433], [4.7209, 1.3960, 3.7208], [2.4525, -0.4380, -6.6486], [5.2725, 0.3531, 5.9053], [-4.3425, 5.3582, -2.4049], [-1.4701, -5.7983, 6.7289], [2.5270, -2.8205, -7.3473], [-6.7675, -2.4914, -1.7507], [-3.0974, 0.2617, -6.8499], [3.2707, -1.3102, 5.3572], [-0.0127, -1.8696, 4.6715], [-3.6620, -2.1195, -6.8948], [-0.8100, -2.7363, 5.7767], [-4.1303, 3.5856, 1.2967], [3.3890, 4.5529, 4.5940], [9.6905, 0.8363, 0.8786], [5.5735, 0.3472, 0.0690], [-1.4410, -1.6609, 3.5511], [5.7406, 1.3393, 6.0660], [4.8714, 4.4832, 2.2303], [-5.5790, -1.7777, -1.4136], [1.9283, -5.6698, 2.9051], [-4.9766, -2.4471, 5.6949], [0.2656, -4.5012, 5.5216], [-4.8024, -2.6227, -0.0441], [4.1179, -1.0064, -8.2417], [5.6421, 3.1583, 5.6046], [-6.8944, -3.4703, 3.4142], [-5.1927, 4.9720, 0.7605], [0.2371, 1.6531, -2.9107], [-1.4623, -1.4289, -7.6314], [5.2029, 1.0653, -1.2097], [4.7018, 2.9186, 3.7105], [1.4340, -5.6877, 1.9341], [-0.4336, -5.3288, 2.9593], [2.7542, 2.3823, -4.7985], [0.2750, -0.1073, -0.7266], [-6.6075, -1.1961, 3.6104], [0.6206, 2.4133, -7.5597], [4.1285, 1.0067, -1.4292], [-5.5857, -0.8305, 3.5628], [-4.0015, 3.6653, 2.3867], [-0.1228, 1.9932, -5.2615], [-4.7252, -2.6578, -3.7951], [-1.2559, 2.7674, 1.6485], [5.3915, -0.7181, 0.0019], [2.1228, 1.1804, 5.0886], [0.3358, -3.8519, 2.2508], [1.2349, -0.9263, 2.2546], [2.1615, -1.5116, 0.8102], [-7.0148, 2.8736, 1.0669], [-2.7624, 7.2161, -1.1464], [-0.2048, 5.2097, -2.4121], [3.0242, 2.8459, 5.7899], [3.6495, 3.2139, 6.6335], [-1.7325, 7.1347, -1.4765], [0.1233, -3.1474, -1.8166], [6.8048, 2.7971, 4.3122], [-2.4188, 1.9282, -0.5817], [1.1215, -3.4803, -0.3862], [-1.6921, -2.6713, 3.2174], [2.0742, 3.2617, -5.7825], [3.7457, 2.1850, -5.2206], [-4.3383, 6.1799, -4.6851], [-2.1727, -4.5907, -0.8960], [-5.3787, 0.1244, 2.4383], [-3.8332, -2.1429, 0.1763], [3.6955, -0.7768, 4.4880], [1.9998, 3.1635, 6.0694], [-1.5812, 7.7542, -2.3610], [0.8173, 0.0359, -5.7564], [1.2081, -1.1219, 1.1846], [4.9087, -0.0654, 6.8422], [-0.9771, 7.3084, -0.7247], [-1.3048, -4.7492, 6.8914], [3.0202, 1.3546, 5.6712], [-0.7110, -5.1388, 0.8780], [-0.4897, 1.9184, -2.1618], [5.4097, -2.4782, 1.9940], [-4.2789, 0.2869, 2.3099], [3.3878, 2.6112, -2.8481], [0.2879, -0.5901, 5.2162], [-3.8927, 4.5051, -5.2966], [-5.8897, -4.7754, 3.1038], [9.4063, -0.1980, 0.9441], [10.1851, -0.9042, 0.6233], [0.8420, -1.6573, -6.1813], [-3.2218, 3.5890, 0.7323]], "lowdin_charge": [0.013, 0.081, 0.073, 0.079, 0.072, -0.076, 0.081, -0.262, 0.066, -0.126, 0.076, 0.056, -0.459, 0.056, -0.264, -0.255, 0.068, 0.093, -0.278, 0.069, 0.111, 0.061, -0.051, 0.068, -0.019, -0.267, 0.047, 0.101, 0.085, 0.103, 0.056, 0.045, 0.102, 0.059, -0.041, -0.416, 0.095, 0.054, 0.059, -0.284, -0.288, -0.092, 0.541, -0.095, 0.566, -0.128, -0.260, 0.054, 0.591, -0.264, 0.074, -0.252, 0.029, -0.263, 0.631, 0.605, 0.068, 0.084, 0.112, 0.144, 0.601, 0.035, -0.106, 0.079, -0.111, -0.008, 0.068, -0.049, 0.105, 0.085, -0.058, 0.076, -0.307, 0.095, 0.054, -0.256, 0.085, 0.077, -0.239, 0.094, -0.151, -0.055, -0.279, 0.084, 0.040, -0.416, 0.095, 0.063, 0.067, 0.068, 0.040, -0.304, 0.086, -0.054, 0.086, 0.090, -0.062, 0.070, 0.134, -0.270, -0.303, -0.274, -0.060, 0.096, 0.078, 0.106, 0.124, 0.013, 0.094, -0.062, -0.298, 0.065, 0.547, 0.081, 0.075, 0.090, -0.110, 0.079, 0.077, 0.109, 0.097, -0.186, 0.034, -0.180, 0.088, 0.072, -0.206, 0.572, -0.259, 0.067, 0.082, 0.091, -0.263, 0.085, 0.098, 0.061, -0.061, -0.265, -0.036, 0.096, 0.085, -0.277, -0.283, -0.252, 0.103, 0.612, -0.273, -0.240, -0.088, 0.123, 0.072, -0.297, -0.096, 0.072, 0.085, 0.554, 0.056, -0.264, 0.104, -0.112, -0.270, 0.044, 0.046, 0.603, 0.066, -0.258, -0.067, -0.420, -0.045, 0.116, -0.213, -0.127, 0.118, -0.276, 0.030, -0.233, 0.089, -0.295, -0.160, 0.111, 0.109, 0.089, 0.088, 0.059, 0.098, 0.106, 0.065, -0.266, -0.194, 0.111, -0.083, 0.054, 0.096, 0.096, 0.051, 0.046, -0.266, 0.138, 0.084, -0.263, -0.060, 0.055, -0.046, 0.119, 0.075, 0.077, -0.029, 0.094, 0.074, -0.057, -0.140, -0.270, -0.001, 0.067, 0.097, 0.066, -0.259, 0.073, 0.066, -0.126, 0.086, 0.109, 0.015], "charge": 0, "gap_ev": [7.66, 9.48], "homo_energy_ev": [-7.6, -9.4], "s2": 2.01, "e_lumo_ha": [0.001, 0.001], "multiplicity": 3, "energy_ev": -248717.4373}



{"formula": "C3H17N2O3", "method": "ωB97M-V/def2-TZVPD", "symbols": ["H", "C", "H", "H", "H", "H", "O", "H", "H", "H", "H", "H", "H", "H", "H", "C", "N", "O", "H", "C", "H", "H", "N", "O", "H"], "xyz": [[2.4977, -0.0994, -0.0426], [0.0633, -1.0119, -0.9980], [3.2740, -0.2055, -3.5334], [0.5248, -1.5426, -0.1644], [-3.1695, 0.4600, 5.2256], [3.3464, 1.0097, -4.4641], [-0.6465, -0.0443, 2.4765], [-1.1074, 0.3313, 0.8907], [-2.6911, 0.6958, 0.1882], [0.6874, 0.4113, -2.3069], [2.7886, -0.6284, -1.7184], [-1.9052, -1.5631, -0.3515], [2.7613, 1.0039, -1.4968], [0.2898, 0.1365, 2.4962], [0.0976, -1.6900, -1.8669], [-1.4399, -0.7115, -0.8440], [-1.7023, 0.5123, 0.0302], [-2.2253, 0.3865, 5.0732], [-1.0027, 0.2003, 3.3710], [2.2958, 0.1133, -1.0862], [-1.4632, 1.3526, -0.4999], [-1.9534, -0.4343, 5.4818], [0.8670, 0.1972, -1.3064], [2.7248, 0.3527, -4.0886], [-1.8221, -0.5293, -1.8454]], "lowdin_charge": [0.122, -0.104, 0.019, 0.144, 0.059, 0.086, -0.040, 0.103, 0.182, 0.178, 0.132, 0.153, 0.122, 0.061, 0.177, -0.080, 0.193, -0.035, 0.069, 0.002, 0.166, 0.053, 0.147, -0.049, 0.141], "charge": 2, "gap_ev": [10.43, 4.95], "homo_energy_ev": [-17.2, -17.2], "s2": 0.75, "e_lumo_ha": [-0.250, -0.452], "multiplicity": 2, "energy_ev": -12490.7803}